Record 1
78
Properties=species:S:1:pos:R:3:mulliken_spin:R:1 method="wB97M-V/def2-TZVPD" spin_multiplicity=2 charge=+1 relative_energy_kj_mol=99.7 homo_lumo_gap_ha="0.242 / 0.252"
Re -1.4041 0.2411 1.2974 0.6159
C 3.8777 -0.6046 -0.2263 -0.0018
C 2.6196 -0.7634 -1.0333 -0.0260
C 2.6572 -1.2420 -2.3389 0.0581
C 1.4912 -1.4035 -3.0755 -0.0119
C 1.5352 -1.9054 -4.4916 -0.0022
C 0.2687 -1.0866 -2.4934 0.0345
C 0.1989 -0.6209 -1.1785 -0.0041
C 1.3916 -0.4573 -0.4677 0.0179
N -1.0162 -0.3183 -0.5301 0.2191
C -2.3072 -0.3233 -1.2850 0.0017
C -3.3967 -0.0541 -0.2260 0.0464
C -2.3656 0.8291 -2.2964 0.0045
C -2.6207 -1.6750 -1.9485 0.0071
H 4.7645 -0.7132 -0.8479 -0.0010
H 3.9317 -1.3581 0.5633 -0.0008
H 3.9196 0.3739 0.2552 -0.0004
H 3.6111 -1.4890 -2.7906 -0.0003
H 2.4839 -2.3936 -4.7073 -0.0007
H 1.4172 -1.0818 -5.1985 -0.0007
H 0.7333 -2.6194 -4.6797 -0.0003
H -0.6198 -1.2344 -3.0839 0.0049
H 1.3417 -0.0952 0.5507 -0.0050
H -3.2386 0.9168 0.3073 0.0085
H -3.5137 -0.8890 0.4901 -0.0115
H -4.3700 0.0870 -0.7021 0.0014
H -2.3175 1.7920 -1.7837 0.0017
H -3.3052 0.7869 -2.8497 0.0000
H -1.5485 0.7796 -3.0105 -0.0006
H -1.9802 -2.4631 -1.5619 0.0009
H -2.4965 -1.6286 -3.0283 0.0023
H -3.6574 -1.9553 -1.7580 -0.0028
C -1.6834 -2.6611 3.1890 0.0000
Si -0.3253 -1.9807 2.0672 -0.0178
C 1.3359 -1.8409 2.9385 0.0001
C -0.1313 -3.2044 0.6604 0.0104
C -1.2014 -3.9901 0.2231 -0.0024
C -1.0463 -4.9269 -0.7872 0.0034
C 0.1901 -5.0910 -1.3930 -0.0030
C 1.2716 -4.3342 -0.9662 0.0023
C 1.1117 -3.4131 0.0572 -0.0037
H -1.2748 -3.5128 3.7363 0.0014
H -2.5312 -3.0331 2.6114 -0.0027
H -2.0766 -1.9553 3.9198 -0.0012
H 1.7935 -2.8335 2.9911 -0.0009
H 1.2536 -1.4707 3.9598 0.0004
H 2.0211 -1.1878 2.4003 0.0006
H -2.1797 -3.8840 0.6802 -0.0028
H -1.8885 -5.5314 -1.0990 0.0000
H 0.3148 -5.8206 -2.1824 -0.0002
H 2.2439 -4.4696 -1.4216 0.0001
H 1.9748 -2.8517 0.3892 -0.0024
Cl -2.4105 1.1525 3.4354 0.0011
C -0.7383 0.3739 3.3004 -0.0405
H -0.7527 -0.4425 4.0079 0.0062
H -0.0098 1.1089 3.6117 0.0070
C -0.0418 5.0186 -0.4421 -0.0011
N 1.0445 4.0490 -0.5337 0.0011
C 2.0092 4.3113 0.5325 -0.0001
N 1.4141 4.3102 1.8668 0.0022
C 0.3153 5.2712 1.8956 0.0026
N -0.6983 5.0324 0.8649 0.0007
C -1.4465 3.8087 1.1058 0.0001
P -0.3224 2.3357 1.0981 0.0623
C 0.5580 2.6808 -0.4963 -0.0032
C 0.9612 2.9819 2.2636 0.0050
H -0.7817 4.8074 -1.2168 0.0002
H 0.3744 6.0109 -0.6223 0.0000
H 2.4488 5.2953 0.3601 0.0000
H 2.8043 3.5646 0.4905 0.0000
H 0.7339 6.2654 1.7324 0.0000
H -0.1568 5.2516 2.8794 0.0004
H -2.2104 3.6865 0.3308 0.0061
H -1.9613 3.8648 2.0677 0.0013
H -0.1268 2.5054 -1.3286 0.0100
H 1.3880 1.9842 -0.6110 -0.0008
H 1.8016 2.2834 2.2900 0.0017
H 0.5462 3.0494 3.2723 0.0009


Record 2
176
Properties=species:S:1:pos:R:3:lowdin_charge:R:1 method="wB97M-V/def2-TZVPD" smiles=CC1(C)CCCC(C)(C)N1O.CC1(C)CCCC(C)(C)N1O.CC1(C)CCCC(C)(C)N1O.COC[C@H](C)N.COC[C@H](C)N.COC[C@H](C)N.COC[C@H](C)N.CCO.CCO charge=0 homo_lumo_gap_ha=0.314
C -3.8103 2.3584 -3.8787 -0.0579
C -3.7825 3.8614 -3.7134 -0.4435
C -2.4930 4.2959 -2.9527 -0.1438
O -2.3981 3.7523 -1.5604 -0.2184
C -2.9909 4.5587 -0.6086 -0.1469
N -3.8032 4.5179 -4.9988 0.0411
H -2.8552 2.0968 -4.3342 0.0682
H -4.7309 1.9320 -4.2774 0.0819
H -3.7813 1.8751 -2.9021 0.0709
H -4.6146 4.1342 -3.0644 0.1295
H -2.2131 5.3466 -3.0283 0.1123
H -1.5598 3.9261 -3.3777 0.1027
H -4.0317 4.7041 -0.8976 0.0785
H -2.5222 5.5418 -0.5642 0.0839
H -3.0337 4.1132 0.3853 0.0839
H -3.8068 5.5274 -4.9682 0.0717
H -2.9965 4.1848 -5.5072 0.0744
C -2.1593 -0.0818 0.8899 -0.0711
C -0.8234 0.0979 0.3999 -0.4274
C 0.0600 -1.1402 0.5485 -0.1348
O 1.4586 -0.7516 0.4394 -0.2133
C 2.0764 -0.2433 1.6066 -0.1027
N -0.7704 0.5749 -1.0207 0.0824
H -2.1722 -0.5273 1.8846 0.0923
H -2.8718 -0.7221 0.3697 0.0578
H -2.6427 0.8936 0.8350 0.0864
H -0.4369 0.8744 1.0600 0.1308
H -0.0694 -1.8913 -0.2308 0.1070
H 0.0332 -1.5990 1.5369 0.1166
H 3.1496 -0.0798 1.5084 0.0897
H 1.9763 -1.0622 2.3189 0.0690
H 1.7759 0.7359 1.9793 0.0667
H -1.1104 1.5258 -1.0388 0.0601
H 0.2313 0.5564 -1.1482 0.0599
C 0.8096 -5.2639 -4.9924 -0.0652
C 1.4277 -5.1948 -3.6659 -0.3961
C 2.4608 -4.0590 -3.4256 -0.2279
O 2.9320 -3.9474 -2.1528 -0.2021
C 3.6641 -2.7829 -1.8074 -0.0712
N 0.3735 -5.0621 -2.6231 0.0637
H 0.0019 -5.9930 -5.0568 0.0849
H 1.5317 -5.3830 -5.8001 0.0904
H 0.2762 -4.3238 -5.1331 0.0826
H 1.9399 -6.1209 -3.4052 0.1432
H 2.0269 -3.0851 -3.6521 0.1186
H 3.3442 -4.0763 -4.0640 0.1265
H 4.3375 -2.5269 -2.6254 0.0849
H 4.2699 -2.9542 -0.9176 0.0852
H 3.0637 -1.8797 -1.6986 0.0763
H 0.9852 -5.1329 -1.8224 0.0415
H -0.0801 -4.1600 -2.6431 0.0594
C 4.1557 -5.2871 1.4003 -0.0433
C 2.9904 -4.3730 1.8054 -0.4334
C 1.6497 -4.8695 1.1850 -0.1572
O 0.4724 -4.0838 1.3201 -0.1883
C -0.5958 -4.5746 0.6797 -0.1686
N 2.8998 -4.3548 3.2375 0.0433
H 4.0042 -6.2901 1.7991 0.0830
H 5.0624 -4.8183 1.7828 0.0844
H 4.2320 -5.3252 0.3137 0.0714
H 3.0794 -3.3371 1.4779 0.1244
H 1.4181 -5.7909 1.7194 0.1253
H 1.7010 -5.1019 0.1213 0.1039
H -1.4968 -4.0077 0.9141 0.0870
H -0.8468 -5.6164 0.8792 0.0972
H -0.4554 -4.4614 -0.3953 0.0637
H 3.0576 -5.3199 3.4902 0.0704
H 1.9550 -4.1347 3.5186 0.0591
C -4.3620 -2.4216 -3.3806 -0.0259
C -3.3273 -2.9475 -2.4077 -0.5113
C -3.8512 -2.9397 -1.0276 -0.1653
C -4.7687 -4.1509 -0.6612 -0.1482
C -4.0837 -5.4867 -1.0455 -0.1072
C -3.5660 -5.5248 -2.5172 -0.4966
N -2.7670 -4.2834 -2.7296 -0.0955
O -2.1851 -4.3191 -3.9933 -0.0318
C -2.6124 -6.7168 -2.6527 -0.0369
C -4.7161 -5.6261 -3.4857 -0.0320
C -2.1506 -1.9439 -2.3544 -0.0336
H -4.6030 -1.3685 -3.2354 0.0812
H -5.3264 -2.9071 -3.2316 0.0698
H -4.1132 -2.4634 -4.4410 0.0904
H -3.0799 -2.8934 -0.2587 0.0886
H -4.4050 -2.0301 -0.7953 0.1211
H -5.6690 -3.9015 -1.2228 0.0936
H -5.0529 -4.1394 0.3910 0.1084
H -4.8840 -6.2139 -0.9087 0.1187
H -3.2580 -5.6302 -0.3485 0.1038
H -1.8226 -6.5702 -1.9160 0.0680
H -3.0739 -7.6773 -2.4233 0.0865
H -2.2145 -6.7796 -3.6656 0.0797
H -5.5582 -5.0585 -3.0897 0.0657
H -4.6630 -5.1314 -4.4556 0.0845
H -4.9262 -6.6811 -3.6613 0.0865
H -1.6173 -1.8517 -3.3005 0.0746
H -1.4344 -2.3941 -1.6669 0.0569
H -2.5036 -0.9310 -2.1609 0.0725
H -1.4119 -4.8263 -3.7356 0.0207
C -0.3039 3.8369 4.0927 -0.0446
C 0.3502 2.8543 5.0894 -0.4535
C 0.3167 3.5971 6.4140 -0.1592
C -1.1012 3.7407 6.9732 -0.1833
C -1.9429 2.4527 6.9435 -0.1592
C -1.8576 1.5680 5.7372 -0.4364
N -0.4261 1.5839 5.3020 -0.1027
O -0.1547 0.7086 4.3097 -0.0288
C -2.3603 0.2087 6.2177 -0.0362
C -2.8158 2.2777 4.6287 -0.0097
C 1.8402 2.7114 4.7094 -0.0244
H 0.3929 4.5797 3.7044 0.0718
H -0.7063 3.3423 3.2086 0.0745
H -1.1430 4.4572 4.4076 0.0622
H 0.9103 3.1612 7.2176 0.1198
H 0.6631 4.6298 6.3735 0.1204
H -1.0677 4.2097 7.9565 0.1109
H -1.6451 4.5307 6.4554 0.0917
H -2.9022 2.9702 6.9485 0.1120
H -1.8883 1.9455 7.9068 0.1145
H -2.1468 -0.5721 5.4878 0.0630
H -3.4274 0.0297 6.3496 0.0905
H -1.7952 -0.1359 7.0838 0.0725
H -3.8500 1.9632 4.7688 0.0700
H -2.5969 1.9274 3.6200 0.0617
H -2.8414 3.3622 4.7349 0.0603
H 2.3777 3.6585 4.7575 0.0866
H 2.2868 2.0385 5.4414 0.0821
H 2.1034 2.2662 3.7499 0.0617
H 0.4302 0.0613 4.7103 0.0609
C 3.1127 5.0578 1.3428 -0.0149
C 3.1232 4.6906 -0.2305 -0.4460
C 1.8138 5.3674 -0.7127 -0.1547
C 1.6837 5.6347 -2.2209 -0.1726
C 2.9256 6.3890 -2.7155 -0.1262
C 4.3199 5.7646 -2.3062 -0.4454
N 4.2925 5.4038 -0.8511 -0.0867
O 5.5627 4.9562 -0.3040 -0.0113
C 4.6701 4.5696 -3.2906 -0.0280
C 5.4214 6.8509 -2.5223 -0.0500
C 3.0441 3.2043 -0.5680 -0.0186
H 2.1563 4.7586 1.7717 0.0620
H 3.0576 6.1346 1.5026 0.0733
H 4.0584 4.7704 1.8023 0.0710
H 0.9603 4.7110 -0.5427 0.1099
H 1.4546 6.2507 -0.1846 0.1151
H 0.7270 6.1044 -2.4493 0.1055
H 1.5829 4.7017 -2.7753 0.0997
H 3.0403 7.4497 -2.4924 0.1087
H 2.8194 6.4108 -3.8001 0.1071
H 4.1462 3.6508 -3.0271 0.0495
H 4.4167 4.7715 -4.3314 0.0774
H 5.7372 4.3515 -3.2484 0.0700
H 5.2929 7.5449 -1.6917 0.0784
H 6.4300 6.4831 -2.3335 0.0721
H 5.3819 7.4820 -3.4102 0.0829
H 2.6613 3.0917 -1.5823 0.0645
H 2.4340 2.5824 0.0871 0.0778
H 4.0593 2.8124 -0.5058 0.0751
H 5.5903 4.0446 -0.6038 0.0673
C 1.8406 0.4137 -4.1731 -0.0654
C 0.4195 0.6992 -4.8444 -0.2414
O -0.2823 1.6693 -4.0356 -0.1131
H 2.3736 1.3217 -3.8909 0.0570
H 2.4645 -0.2306 -4.7925 0.0580
H 1.7605 -0.2732 -3.3306 0.0400
H -0.1761 -0.2128 -4.8038 0.0890
H 0.4829 0.9126 -5.9114 0.1051
H -0.5564 1.3285 -3.1810 0.0341
C 0.2989 -2.4233 6.5425 -0.0899
C 1.7001 -2.3025 6.0993 -0.3149
O 1.9668 -1.1765 5.2959 -0.0694
H -0.4447 -2.0857 5.8205 0.0619
H 0.0279 -1.5966 7.1992 0.0654
H -0.0158 -3.3458 7.0306 0.0873
H 1.8375 -3.1317 5.4052 0.0867
H 2.4035 -2.3925 6.9271 0.1209
H 2.3018 -1.5203 4.4646 0.0647


Record 3
20
Properties=species:S:1:pos:R:3:mulliken_spin:R:1 method="wB97M-V/def2-TZVPD" spin_multiplicity=3 charge=0 homo_lumo_gap_ha="0.178 / 0.364"
C 1.0083 -2.1662 1.2964 0.8637
C -0.2316 0.9915 -1.3430 -0.0006
C -0.4826 1.0429 0.1515 0.0061
C 0.3957 0.2346 0.9995 0.0258
C 0.6592 -3.4371 1.4168 0.9112
O 0.3965 -1.2333 0.5785 0.0694
O 0.9530 1.7001 -1.6400 0.0009
O -1.9289 0.7934 0.4681 0.0010
O 1.6479 0.6900 0.9338 0.0005
O 1.4108 -4.5188 1.6652 0.0830
F 2.1185 -1.7739 1.9979 0.0291
F -0.5642 -3.9110 1.0439 0.0446
H -1.1113 1.4459 -1.7744 -0.0002
H -0.2141 -0.1169 -1.7112 0.0016
H -0.2995 2.0894 0.4266 -0.0013
H 0.0790 0.3357 2.0221 -0.0087
H 1.3456 1.4824 -2.5623 0.0000
H -2.0868 -0.0012 0.8794 0.0005
H 2.0453 1.1391 0.1241 0.0028
H 0.7262 -5.1176 2.0811 -0.0295